Record 1
# C16H20ClN2O2

A gas-phase ion, C16H20ClN2O2 (charge +1) (ωB97M-V/def2-TZVPD, OMol25).

Values from the calculation:
- SMILES: CCOc1c(Cl)cc(C[NH2+]Cc2ccccn2)cc1OC
- E_HOMO: -11.61 eV
- Total charge: +1
- Frontier orbital gap: 8.87 eV
- Energy above the lowest of the compared OMol25 structures with the same formula, charge and spin: 0.76 kcal per mole
- Lowest unoccupied orbital energy: -2.74 eV
- F_max: 0.653 eV/A

```
41
Properties=species:S:1:pos:R:3:forces:R:3
Cl 0.95669 -2.31168 2.03079 0.1 0.0 0.1
O -0.77669 -2.61549 -0.29989 0.3 0.6 0.0
O -2.05284 -0.31800 -1.64014 -0.2 0.1 0.4
N 0.86808 3.19979 1.27935 0.3 0.2 0.2
N 2.33009 1.44519 0.39311 0.1 0.3 -0.3
C -0.59874 1.25809 1.25036 -0.1 -0.2 0.0
C 1.68933 2.02051 -0.62186 0.2 -0.2 0.1
C 2.39572 0.31600 -2.11042 0.0 0.2 0.1
C -1.37620 -0.26218 -0.47574 0.3 0.1 0.1
C -1.32152 1.01131 0.09916 -0.1 -0.2 0.1
C -1.96474 -3.34012 0.04087 -0.4 -0.3 0.3
C 1.69546 1.49792 -1.90003 0.1 0.0 0.1
C -2.02338 -3.75802 1.50291 0.2 0.1 -0.3
C -1.80798 -1.34972 -2.58378 0.1 -0.2 -0.4
C 3.06023 -0.28174 -1.05046 0.0 0.1 0.1
C 0.96818 3.28326 -0.19357 0.0 0.2 -0.6
C 0.10325 0.22160 1.85205 -0.3 -0.2 0.0
C -0.72395 -1.33056 0.16820 -0.1 -0.2 -0.1
C -0.42867 2.65763 1.77413 -0.5 -0.4 0.1
C 0.03691 -1.04882 1.30924 -0.1 0.2 -0.1
C 3.00346 0.32467 0.19468 0.2 -0.3 -0.2
H 2.41893 -0.13075 -3.09208 0.0 0.0 -0.1
H 1.16889 1.98786 -2.70278 -0.1 0.1 -0.1
H 3.60827 -1.19935 -1.18376 0.1 -0.1 0.0
H -1.93109 -4.22027 -0.60458 -0.1 0.1 0.0
H -0.40030 2.65614 2.86498 0.1 0.1 -0.1
H -2.85128 -2.74119 -0.20476 0.1 0.0 -0.1
H 1.65286 2.43256 1.42238 -0.2 0.4 0.3
H 3.49860 -0.09278 1.05908 0.1 -0.1 0.0
H -1.24102 3.30530 1.43900 0.1 0.0 0.0
H 1.08919 4.08125 1.74119 0.1 -0.1 -0.1
H -2.91835 -4.35225 1.66439 -0.1 0.0 0.0
H 1.55434 4.15941 -0.48295 -0.1 0.0 0.2
H -1.87080 1.79256 -0.40258 -0.1 0.2 -0.1
H -0.01531 3.35664 -0.65785 0.0 0.0 0.1
H -2.41405 -2.23446 -2.38419 0.1 0.1 0.0
H -0.75398 -1.62882 -2.60661 -0.1 0.0 0.0
H -2.10167 -0.93048 -3.54574 0.0 -0.1 0.1
H -2.06260 -2.88780 2.15554 0.0 0.0 0.1
H 0.69230 0.38479 2.73982 0.1 0.0 0.1
H -1.15565 -4.35799 1.76251 0.0 0.0 0.0
```
Positions in Å, forces in eV/Å.

Record 2
# C16H20ClN3O2S

C16H20ClN3O2S in the gas phase (ωB97M-V/def2-TZVPD, OMol25).

Values from the calculation:
- SMILES: CCCn1c(N)c(Sc2ccc(Cl)cc2)c(=O)n(CCC)c1=O
- E_HOMO: -7.98 eV
- Total charge: 0
- Frontier orbital gap: 8.43 eV
- Energy above the lowest of the compared OMol25 structures with the same formula, charge and spin: 0.00 kcal per mole
- Lowest unoccupied orbital energy: 0.45 eV
- F_max: 1.015 eV/A

```
43
Properties=species:S:1:pos:R:3:forces:R:3
Cl 5.53261 0.42543 -1.52183 0.2 0.1 -0.1
S 0.57218 -2.03100 1.39502 -0.4 0.2 0.1
O 0.50778 0.95503 1.75229 0.0 0.1 0.0
O -3.58113 1.69266 -0.08215 -0.2 0.2 -0.2
N -2.87575 -0.45171 0.09442 -0.1 -0.2 0.1
N -1.53484 1.33091 0.82291 0.1 0.3 0.2
N -2.11965 -2.67508 0.22426 -0.2 0.0 -0.1
C 3.21770 -1.49844 1.08186 -0.3 0.0 -0.1
C -5.47218 -1.56942 -2.46862 0.2 0.1 0.0
C -0.60532 3.36187 -0.21340 -0.1 0.1 0.2
C -0.48994 0.49372 1.23884 -0.4 -0.2 0.0
C 2.89439 -0.06847 -1.27380 0.1 0.0 0.0
C -1.88954 -1.34787 0.40722 0.5 0.3 0.2
C -0.71996 -0.89500 0.95946 0.7 -0.7 0.2
C -4.12997 -1.06491 -1.95552 -0.2 0.0 0.2
C -4.15874 -0.88790 -0.43526 -0.2 0.1 -0.4
C 1.95122 -1.31552 0.54289 -0.1 -0.2 -0.2
C 1.79252 -0.61186 -0.64201 0.2 0.0 0.0
C -2.70943 0.92281 0.25745 0.1 -0.1 0.0
C 4.15465 -0.25020 -0.72704 -0.2 -0.1 0.1
C -1.33398 2.76574 0.98966 0.1 0.3 -0.1
C 4.32350 -0.96893 0.44625 0.1 0.1 -0.2
C -0.39190 4.85829 -0.03388 0.0 -0.2 -0.1
H -5.71642 -2.53487 -2.02985 -0.1 -0.1 0.0
H 0.80979 -0.47565 -1.06968 -0.1 0.0 0.0
H -5.44702 -1.67984 -3.54937 -0.1 0.0 -0.1
H -1.30795 -3.25900 0.36949 0.0 0.0 -0.1
H -4.45772 -1.80813 0.07190 0.0 0.1 0.0
H 3.32897 -2.04852 2.00322 0.0 0.0 0.1
H 5.30928 -1.10200 0.86312 0.1 0.0 0.0
H -3.90252 -0.09870 -2.40840 0.1 0.0 0.0
H -1.19683 3.17670 -1.11294 0.0 -0.1 0.0
H -3.33828 -1.76111 -2.24617 0.1 0.0 0.0
H -0.73721 2.90321 1.89333 -0.1 0.0 -0.1
H -1.34652 5.36866 0.07084 -0.1 0.1 0.0
H -2.77762 -2.97438 -0.47362 0.0 0.0 0.0
H -4.87728 -0.10297 -0.18757 0.1 -0.2 0.0
H 0.35900 2.86086 -0.32288 0.0 -0.1 0.0
H 0.20368 5.05180 0.85493 0.1 0.1 0.1
H -2.31522 3.22755 1.10912 0.1 0.0 0.0
H 0.12832 5.27222 -0.89389 0.0 0.1 0.0
H 2.77604 0.49100 -2.18863 0.0 0.1 -0.1
H -6.26122 -0.86722 -2.21321 -0.1 0.0 0.0
```
Positions in Å, forces in eV/Å.

Record 3
# C16H20ClN3O4S

C16H20ClN3O4S in the gas phase (ωB97M-V/def2-TZVPD, OMol25).

Values from the calculation:
- SMILES: O=C(NNC(=O)C1CCN(S(=O)(=O)c2cccc(Cl)c2)CC1)C1CC1
- E_HOMO: -9.01 eV
- Total charge: 0
- Frontier orbital gap: 9.43 eV
- Lowest unoccupied orbital energy: 0.42 eV
- F_max: 1.167 eV/A

```
45
Properties=species:S:1:pos:R:3:forces:R:3
Cl 7.81255 0.36653 -0.53116 0.2 0.2 -0.1
S 2.69013 0.11895 1.17208 0.5 -0.2 -0.5
O 3.05394 1.00136 2.23783 0.1 0.3 -0.1
O -2.32127 2.51760 -0.19861 -0.2 0.3 -0.1
O -4.24630 -1.78112 0.22010 0.1 -0.3 0.0
O 1.68134 -0.87689 1.42060 0.1 -0.1 -0.2
N 2.34624 1.04946 -0.17823 0.4 -0.5 1.0
N -3.99834 0.44274 0.13304 0.5 0.5 -0.1
N -2.61047 0.34084 0.22609 -0.6 -0.7 0.1
C 5.32293 -2.70449 -0.06144 0.0 0.1 0.0
C 6.44580 -1.94944 -0.35308 0.0 0.0 0.0
C -0.34604 1.13425 0.09659 -0.2 0.3 -0.2
C -7.03146 -1.46375 -0.74605 0.0 -0.1 -0.1
C 4.17178 -2.09065 0.40861 -0.2 0.0 0.1
C 1.62258 0.35039 -1.22190 -0.1 -0.4 -0.6
C -7.14178 -1.35947 0.73294 0.0 0.0 0.1
C 0.15920 0.80291 -1.31411 0.1 -0.1 0.2
C -4.75741 -0.68073 0.11613 0.1 0.4 0.0
C 1.84893 2.38335 0.09509 -0.1 0.4 0.5
C 5.27070 0.05314 0.29973 0.3 0.0 0.0
C -6.21511 -0.42926 -0.01132 0.0 0.0 0.0
C 6.41506 -0.57284 -0.16959 -0.4 -0.1 0.1
C 0.41451 2.35309 0.63843 0.0 0.0 -0.1
C 4.16274 -0.72099 0.58144 -0.5 0.1 0.2
C -1.83498 1.42550 0.03161 0.1 -0.3 0.2
H -2.29533 -0.60740 0.39116 0.0 0.2 0.0
H -4.31049 1.39250 -0.02023 0.0 -0.2 0.0
H 0.07025 1.69251 -1.93991 0.0 0.0 0.0
H 5.22893 1.11815 0.45740 0.1 0.2 0.0
H -0.11723 3.26008 0.34350 0.0 0.0 0.1
H -6.67374 -2.13035 1.32525 0.1 0.0 0.0
H 3.28443 -2.65283 0.65192 -0.1 -0.1 0.0
H 1.91234 2.94944 -0.83756 0.1 -0.1 0.0
H 1.67210 -0.71305 -0.98134 -0.1 0.0 -0.3
H 7.34519 -2.42019 -0.71807 0.1 0.0 0.0
H -6.48914 -2.30515 -1.14887 0.1 0.0 0.0
H 2.13696 0.51618 -2.17572 -0.1 -0.1 0.1
H -0.16845 0.26617 0.73687 -0.1 0.1 -0.1
H -7.84639 -1.11606 -1.36180 -0.1 0.1 0.0
H 2.52301 2.82860 0.82582 -0.1 0.2 -0.2
H -8.03455 -0.93703 1.16712 0.0 0.1 0.0
H -0.43922 0.00951 -1.76341 0.0 0.0 -0.1
H 5.34812 -3.77436 -0.19954 0.0 -0.1 0.0
H -6.50086 0.60965 -0.10460 -0.1 0.0 0.0
H 0.43878 2.30315 1.72721 0.0 0.1 0.0
```
Positions in Å, forces in eV/Å.

Record 4
# C16H20F3N3O5

3 unconnected molecules or ions with the total composition C16H20F3N3O5 (ωB97M-V/def2-TZVPD, OMol25).

Values from the calculation:
- SMILES: O=C1NC(=O)c2c(COC(F)(F)F)cccc21.CNC(C)=O.CNC(C)=O
- E_HOMO: -9.08 eV
- Total charge: 0
- Frontier orbital gap: 8.02 eV
- Lowest unoccupied orbital energy: -1.06 eV
- F_max: 5.215 eV/A

```
47
Properties=species:S:1:pos:R:3:forces:R:3
F 1.71409 -1.89786 -2.43386 -3.1 -0.6 -0.1
F 0.34356 -3.12013 -3.76183 0.0 2.1 2.6
F -0.08167 -3.02526 -1.53912 1.2 2.1 -2.3
O 0.73096 1.58471 0.82060 -4.4 -1.1 1.4
O -2.43009 0.37187 4.11567 1.4 1.5 -4.2
O 0.73431 2.55392 -4.11336 0.1 0.0 -0.1
O -0.18281 -1.83451 4.95209 0.3 0.0 0.1
O -0.48191 -1.16672 -2.96126 2.4 -1.5 1.5
N 0.12961 0.10245 6.03244 0.2 -0.4 0.0
N -1.11575 1.64147 2.44634 -0.2 0.5 0.1
N 1.11545 0.80477 -5.45493 0.2 0.5 0.0
C -2.72246 -1.41015 -1.22949 -0.2 1.9 4.8
C 1.89551 -1.60500 6.11412 0.1 -0.1 0.0
C -2.08188 0.60725 2.94595 -1.0 -2.1 0.3
C -2.52040 -0.16547 1.62429 0.3 -1.0 -2.6
C 2.39225 2.87412 -5.80846 0.1 0.2 0.0
C -1.44891 0.20941 0.56324 -2.7 -2.7 -1.2
C -3.76356 -1.72837 -0.12034 2.3 1.6 0.4
C -0.46027 -0.11313 -1.95583 -1.1 1.4 1.5
C -3.68037 -1.13028 1.32004 2.8 1.0 -2.4
C 0.36281 -2.24236 -2.62928 0.0 -1.6 -1.4
C -1.56758 -0.42741 -0.83536 -1.2 -0.8 0.9
C 0.83463 1.06696 6.84838 -0.5 0.1 -0.2
C 1.35583 2.08240 -5.05778 -0.4 -0.1 0.4
C -0.39999 1.22659 1.19163 0.6 -1.3 -0.8
C 0.54150 -1.13707 5.65102 -0.6 0.0 -0.3
C 1.73692 0.07036 -6.53645 -0.4 -0.3 0.3
H 2.08179 -2.60812 5.73087 -0.2 0.1 0.0
H -1.79975 2.30856 2.02379 0.7 0.1 0.8
H 0.54936 0.05682 -1.45583 -1.2 -0.5 -0.8
H 2.67283 -0.93900 5.73320 0.0 0.0 0.2
H 0.96223 1.98143 6.26503 0.2 0.1 0.2
H 2.46968 3.87091 -5.37476 -0.1 -0.2 0.0
H -2.83605 -1.88513 -2.25270 0.4 0.8 1.6
H 1.92724 -1.63983 7.20532 0.2 0.1 0.0
H -4.59766 -2.47150 -0.39171 1.4 1.4 0.6
H 1.80886 0.70399 7.16903 -0.1 0.0 -0.1
H 0.22258 1.28652 7.72594 0.2 0.1 0.1
H -4.42617 -1.39096 2.14170 1.2 0.4 -1.4
H 0.95622 -0.23685 -7.23543 0.2 -0.1 -0.2
H 2.10120 2.97408 -6.85633 0.2 -0.1 0.0
H 2.48149 0.66260 -7.06386 -0.1 0.0 0.1
H 3.36600 2.38594 -5.73019 0.0 0.0 -0.2
H 0.40803 0.34028 -4.90256 0.1 -0.1 -0.1
H -0.72055 0.88089 -2.48540 0.4 -1.7 0.6
H -0.78835 0.34677 5.68367 0.1 0.0 0.0
H 2.21123 -0.81993 -6.11824 0.1 0.0 -0.3
```
Positions in Å, forces in eV/Å.

Record 5
# C16H20F3O4RuS

A molecular structure, C16H20F3O4RuS (ωB97M-V/def2-TZVPD, OMol25).

Values from the calculation:
- E_HOMO (alpha / beta): -1.72 / -4.22 eV
- Total charge: -1
- Frontier orbital gap (alpha / beta): 4.50 / 6.99 eV
- Spin multiplicity: 5
- Lowest unoccupied orbital energy (alpha / beta): 2.78 / 2.77 eV
- F_max: 4.268 eV/A

```
45
Properties=species:S:1:pos:R:3:forces:R:3
Ru 0.03793 0.61593 0.74994 1.0 -3.2 -2.1
S -0.48593 -2.42362 2.34430 3.6 1.6 -1.6
F -0.38328 -0.21669 4.25869 0.1 -1.3 -0.3
F 1.27429 -1.63065 4.43338 -1.3 -0.1 -0.4
F -0.74431 -2.20492 5.09061 0.5 0.3 -0.8
O -1.91492 -2.46674 2.36339 -0.4 -1.0 0.6
O 0.01207 -1.61859 1.12645 -1.3 -2.2 3.1
O 0.41822 -3.56166 2.53373 -1.8 0.5 0.0
O -0.06152 -0.55764 -1.41995 0.6 -1.1 -0.8
C -1.69817 1.74031 -0.21625 -0.8 0.6 -0.2
C -1.35772 1.63755 2.07646 -1.5 0.9 0.7
C -2.25310 0.50916 0.26656 -0.8 0.2 0.4
C 1.89562 1.84294 0.12364 1.0 0.5 -0.2
C 1.60142 1.90638 1.52908 1.3 0.4 0.3
C 1.81355 0.59662 2.08157 1.2 0.3 0.6
C 2.29014 -0.24573 1.02523 1.0 0.3 0.1
C 2.34251 0.51744 -0.17089 0.9 0.3 0.3
C -2.03667 0.44553 1.67891 -1.6 0.8 0.3
C 0.54976 -1.53846 -3.23055 -0.1 0.3 0.1
C -0.14556 -0.20880 -2.84043 0.0 -0.3 0.3
C -1.14971 2.44261 0.90111 -1.4 1.1 0.4
C -1.60787 -0.15485 -3.25033 0.0 0.2 -0.3
C 0.60984 1.06519 -3.16651 -0.1 0.0 -0.1
C -0.05892 -1.54342 4.11853 0.2 0.5 -0.2
C 0.46598 -1.91348 -1.75905 -0.5 1.1 0.9
H 2.70782 0.16136 -1.14524 -0.4 0.2 0.6
H -1.69239 -0.42322 -4.30980 -0.1 0.1 0.1
H 1.57842 -1.39397 -3.57209 -0.2 -0.1 -0.2
H -0.03822 -2.17678 -3.89329 0.3 0.1 -0.1
H -2.19711 -0.85797 -2.64858 0.2 0.1 -0.2
H -1.07501 1.90554 3.10226 -0.2 -0.2 -0.6
H 0.58081 1.22305 -4.25248 0.0 0.0 0.1
H 1.83238 2.68342 -0.58501 0.0 -0.6 0.4
H -1.75021 2.12430 -1.24362 0.1 -0.3 0.6
H 2.60116 -1.29384 1.14077 -0.4 0.7 -0.1
H 1.65298 0.99480 -2.84139 -0.2 0.1 -0.1
H -2.77916 -0.25265 -0.32774 0.5 0.4 0.4
H -2.00584 0.85795 -3.11835 -0.1 -0.2 0.1
H 1.29578 2.79791 2.09598 0.2 -0.6 -0.4
H 1.41594 -2.08865 -1.23564 -0.4 -0.1 -0.1
H -0.30854 -2.63947 -1.48478 0.4 -0.1 0.0
H -0.66829 3.43063 0.86677 -0.3 -0.7 0.0
H 0.13024 1.92471 -2.67993 0.2 -0.2 0.0
H -2.42094 -0.33466 2.34569 0.5 0.5 -0.5
H 1.72656 0.32316 3.13887 0.1 0.2 -0.7
```
Positions in Å, forces in eV/Å.